2 unconnected molecules or ions with the total composition C15H11BCl3N2O3, computed with ωB97M-V with the def2-TZVPD basis set.

Properties
Total charge: -1
Calculated total energy (Eh): -2318.9512
HOMO-LUMO gap (eV): 3.623
Energy relative to the best compared isomer or geometry (same formula, charge and spin) (kcal per mole): 5.6
LUMO energy (eV): -0.13
Highest occupied orbital energy (eV): -3.7498

Last column: Löwdin charge in e.
Geometry (Å):
Cl (4.55617, -2.47017, 3.12289)  0.51
B (3.56452, -0.92153, 3.08475)  -1.85
Cl (3.88669, 0.15479, 4.59578)  0.46
Cl (3.87933, 0.06837, 1.52668)  0.53
O (2.10779, -1.32754, 3.09899)  -0.03
C (1.17653, -0.45672, 3.06287)  -0.04
C (-0.21031, -0.81969, 3.07954)  -0.16
C (-1.14066, 0.24152, 3.08298)  0.00
C (-2.50176, -0.02372, 3.09016)  -0.06
C (-2.96141, -1.35096, 3.09877)  -0.05
C (-2.03702, -2.40905, 3.10194)  -0.06
C (-0.66881, -2.16428, 3.09586)  0.02
H (1.43859, 0.60578, 3.04716)  0.14
H (-0.74753, 1.26017, 3.07951)  0.13
H (-3.21470, 0.80128, 3.08881)  0.11
H (-4.03519, -1.55488, 3.10297)  0.11
H (-2.40458, -3.43606, 3.10876)  0.11
H (0.05493, -2.97919, 3.10233)  0.13
C (1.36797, -0.69362, -2.95438)  -0.06
N (2.56373, -0.42551, -2.34274)  -0.43
O (3.42503, -1.34053, -2.15951)  -0.08
O (2.81531, 0.75628, -1.95244)  -0.10
C (0.41195, 0.31983, -3.23403)  -0.21
C (0.60369, 1.68575, -2.89686)  -0.03
C (-0.38830, 2.62706, -3.12919)  -0.05
C (-1.60688, 2.25658, -3.71449)  -0.28
C (-2.65559, 3.22273, -3.88722)  -0.22
N (-3.51871, 4.00485, -4.01433)  0.09
C (-1.79673, 0.91994, -4.11073)  -0.07
C (-0.81302, -0.02806, -3.87906)  -0.06
H (1.20281, -1.72833, -3.25005)  0.11
H (1.54007, 1.97271, -2.43431)  0.08
H (-0.21686, 3.66497, -2.84570)  0.11
H (-2.73294, 0.64019, -4.59540)  0.11
H (-0.94411, -1.07296, -4.17028)  0.10